Entry 1:
ORCA calculation (wB97M-V/def2-TZVPD) on a molecular structure, C24H26CrGeN2S5.

Results
HOMO energy (alpha / beta), eV: -4.481 / -4.516
Energy relative to the best compared isomer or geometry (same formula, charge and spin), kcal per mole: 40.64
Spin multiplicity: 2
Total charge: -1

Each line ends with the Löwdin spin population.
Atoms and positions in Å:
Ge1 2.5994 1.2145 -2.6188  -0.0005
Cr1 0.0211 0.2376 -0.2575  1.0613
S1 -1.2427 -0.7435 1.6070  -0.0107
S2 1.1879 1.9122 0.9199  -0.0272
S3 -3.5517 3.2931 -0.7734  0.0135
S4 2.5914 -0.9418 2.1400  0.0008
S5 -1.7680 -1.0219 -1.5219  -0.0068
N1 -1.2491 1.7225 -0.4608  -0.0065
N2 1.0649 -1.6781 -0.4692  -0.0034
C1 0.9715 -3.7577 -1.6513  -0.0007
C2 2.3927 -1.8275 -0.3819  0.0020
C3 -4.4252 -0.8530 -0.9298  -0.0004
C4 2.9759 3.0529 2.5762  -0.0026
C5 -5.2778 -0.6204 1.2903  -0.0002
C6 3.1512 -0.8239 0.4174  -0.0004
C7 -3.9895 -0.6377 1.7977  -0.0006
C8 -2.2058 2.3762 -0.5919  0.0103
C9 -5.5096 -0.7227 -0.0786  0.0001
C10 2.4620 2.2511 -4.2764  -0.0023
C11 3.6364 2.3698 -1.4434  0.0004
C12 3.0828 0.6654 2.6630  -0.0018
C13 2.3461 -3.8645 -1.6252  0.0024
C14 -1.1328 -2.6237 -0.9687  -0.0007
C15 3.0642 -2.9015 -0.9540  -0.0007
C16 4.5179 1.9949 4.0980  -0.0017
C17 2.4881 1.8145 2.1094  -0.0044
C18 3.9594 3.1453 3.5463  0.0000
C19 0.3603 -2.6708 -1.0409  0.0015
C20 3.7934 -0.2920 -3.0558  0.0012
C21 -2.8718 -0.7479 0.9588  0.0009
C22 4.0811 0.7646 3.6419  0.0002
C23 0.8207 0.6331 -2.1497  -0.0250
C24 -3.1316 -0.8705 -0.4112  0.0004
H1 -4.5690 -0.9274 -2.0020  -0.0001
H2 -1.5729 -3.4417 -1.5352  -0.0003
H3 4.4749 2.7384 -2.0453  0.0001
H4 2.8480 -4.6948 -2.1096  0.0002
H5 5.2892 2.0586 4.8570  -0.0001
H6 0.1637 1.4177 -2.5291  0.0037
H7 3.2377 -1.2095 -3.2675  0.0000
H8 0.3535 -4.5085 -2.1258  -0.0001
H9 4.1425 -2.9501 -0.8709  -0.0001
H10 3.4670 2.4704 -4.6580  -0.0003
H11 2.5355 3.9534 2.1599  -0.0003
H12 1.9487 3.1983 -4.0804  0.0000
H13 3.0396 3.2161 -1.0933  -0.0001
H14 1.9011 1.7102 -5.0452  0.0000
H15 4.4918 -0.4884 -2.2342  0.0000
H16 4.0318 1.8516 -0.5655  -0.0001
H17 -6.1137 -0.5044 1.9703  0.0000
H18 2.9309 0.1876 0.0722  -0.0002
H19 4.2195 -1.0194 0.3637  0.0000
H20 -1.4125 -2.6909 0.0841  0.0002
H21 -3.8174 -0.5324 2.8624  -0.0003
H22 0.6576 -0.2463 -2.7930  -0.0009
H23 4.3786 -0.0306 -3.9445  0.0002
H24 4.2942 4.1230 3.8766  0.0000
H25 4.5103 -0.1506 4.0365  0.0001
H26 -6.5162 -0.6885 -0.4759  0.0000

Force components x, y, z for each atom (eV/Å):
Ge 0.2 0.0 0.0
Cr 0.0 0.5 0.3
S 0.0 0.1 -0.2
S -0.1 -0.3 0.1
S 0.3 -0.2 0.0
S -0.1 -0.1 0.1
S 0.4 0.2 0.1
N -0.3 0.2 -0.1
N 0.2 -0.3 0.0
C -0.2 0.0 0.1
C 0.2 -0.1 0.0
C 0.1 0.0 0.1
C 0.0 0.0 0.0
C 0.1 0.0 0.0
C -0.1 0.0 -0.1
C 0.1 0.0 0.0
C -0.4 0.3 0.0
C 0.1 0.0 0.0
C 0.0 0.2 -0.2
C 0.1 0.2 0.2
C 0.1 0.2 0.1
C 0.1 -0.2 -0.1
C 0.0 -0.1 -0.1
C 0.1 0.1 0.1
C -0.1 0.0 -0.1
C 0.2 0.1 0.1
C -0.1 0.0 -0.1
C 0.0 -0.1 -0.1
C 0.1 -0.2 0.0
C -0.1 0.0 0.1
C -0.1 0.0 -0.1
C -0.3 -0.5 0.1
C -0.3 0.0 -0.1
H 0.0 0.0 0.1
H 0.0 0.0 0.0
H 0.0 0.0 0.1
H 0.0 0.0 0.0
H 0.0 0.0 0.0
H -0.1 0.0 0.0
H 0.1 0.1 0.0
H 0.0 0.0 0.0
H -0.1 0.0 0.0
H -0.2 0.0 0.0
H 0.0 -0.1 0.0
H 0.1 -0.1 -0.1
H 0.1 -0.1 0.0
H 0.1 0.1 0.1
H -0.1 0.0 -0.1
H 0.0 0.1 -0.1
H 0.0 0.0 0.0
H 0.0 -0.1 0.0
H 0.1 0.0 -0.1
H 0.0 -0.1 0.0
H 0.0 0.0 0.0
H 0.0 0.1 0.0
H 0.0 -0.1 0.1
H 0.0 0.0 0.0
H 0.0 0.0 -0.1
H 0.0 0.0 0.0



Entry 2:
ORCA calculation (wB97M-V/def2-TZVPD) on a molecular structure, C25H22N4RuS2Sb.

Results
HOMO energy (alpha / beta), eV: -17.451 / -17.447
Spin multiplicity: 5
Total charge: +3

Each line ends with the Löwdin spin population.
Atoms and positions in Å:
Sb1 0.2907 5.2352 -0.8121  0.0522
Ru1 -0.1293 2.1359 1.1862  2.4704
S1 0.5318 2.8010 -0.8974  0.5707
S2 2.0235 1.8936 1.8179  0.3612
N1 -2.1247 1.5308 0.8414  0.0516
N2 0.6399 0.1290 3.3463  0.0392
N3 -0.3409 0.6030 2.5369  0.0162
N4 2.8696 0.3553 3.8121  -0.0130
C1 -2.9868 1.9925 -0.0691  0.0218
C2 2.1771 5.9183 -0.2909  0.0146
C3 0.0933 6.5122 -4.8737  0.0005
C4 -3.8129 0.0346 1.6604  0.0160
C5 -1.1256 4.1011 3.0487  0.0481
C6 -0.4443 5.8671 -2.6319  0.0127
C7 -1.2554 6.7471 -5.1075  0.0054
C8 -1.8034 6.0954 -2.8599  0.0037
C9 -2.4999 4.3455 3.0616  0.0052
C10 -4.2860 1.5163 -0.1610  0.0136
C11 -2.5338 0.5506 1.6954  0.0104
C12 1.7944 0.6826 3.1156  0.0229
C13 -2.2006 6.5427 -4.1079  0.0006
C14 2.3069 7.2926 -0.0821  0.0027
C15 -4.7076 0.5306 0.7142  0.0159
C16 3.2589 5.0485 -0.1672  0.0079
C17 3.5502 7.7942 0.2704  0.0012
C18 -3.0874 5.0299 2.0120  0.0449
C19 -1.5140 0.0666 2.6116  0.0896
C20 4.4946 5.5718 0.1818  0.0006
C21 0.5135 6.0732 -3.6291  0.0038
C22 4.6349 6.9364 0.4018  -0.0001
C23 -0.3510 4.5220 1.9634  0.0340
C24 -0.9786 5.1474 0.8614  0.0456
C25 -2.3328 5.4133 0.8960  0.0086
H1 -1.5754 7.0970 -6.0800  0.0002
H2 -2.8291 5.9260 0.0831  -0.0003
H3 -1.6950 -0.7346 3.3208  0.0028
H4 2.7974 -0.3543 4.5292  -0.0006
H5 3.1580 3.9878 -0.3681  0.0078
H6 5.3524 4.9188 0.2682  0.0002
H7 -4.1420 5.2718 2.0469  0.0020
H8 1.4704 7.9735 -0.1967  0.0004
H9 1.5698 5.9108 -3.4460  0.0001
H10 -3.2461 6.7371 -4.3041  0.0000
H11 -5.7148 0.1388 0.6593  0.0004
H12 0.8186 6.6789 -5.6583  0.0000
H13 -0.6477 3.6550 3.9143  0.0020
H14 -4.9459 1.9112 -0.9206  0.0008
H15 -4.1026 -0.7471 2.3498  0.0002
H16 3.7754 0.7548 3.6271  -0.0003
H17 3.6739 8.8560 0.4342  0.0002
H18 5.6032 7.3378 0.6696  0.0000
H19 -3.0933 4.0432 3.9145  -0.0007
H20 0.7323 4.5342 2.0590  0.0033
H21 -2.5473 5.9346 -2.0915  0.0000
H22 -2.6135 2.7485 -0.7457  0.0030

Force components x, y, z for each atom (eV/Å):
Sb -0.1 0.0 -0.1
Ru 0.3 0.0 -0.5
S 0.0 -0.1 0.2
S -0.1 0.0 0.0
N -0.1 0.0 0.0
N -0.1 0.1 -0.1
N -0.1 -0.1 0.2
N 0.0 0.0 0.0
C 0.0 0.0 0.0
C 0.1 0.1 0.0
C 0.0 0.0 0.0
C 0.0 0.0 0.0
C 0.0 0.1 0.2
C 0.0 0.1 -0.1
C 0.0 0.0 0.0
C 0.0 -0.1 0.0
C 0.0 -0.1 0.0
C 0.0 0.0 0.0
C 0.0 0.0 0.0
C 0.0 0.0 0.1
C 0.0 0.0 0.0
C 0.0 0.0 0.0
C 0.0 0.0 0.0
C -0.1 0.0 0.0
C 0.0 0.0 0.0
C 0.0 0.0 0.0
C 0.0 0.0 0.0
C 0.0 0.0 0.0
C 0.0 0.0 0.1
C 0.0 0.0 0.0
C 0.0 0.1 0.1
C 0.0 -0.1 0.1
C 0.0 0.0 -0.1
H 0.0 0.0 0.0
H 0.0 0.0 0.0
H 0.0 0.0 0.0
H 0.0 0.0 0.0
H 0.0 0.0 0.0
H 0.0 0.0 0.0
H 0.0 0.0 0.0
H 0.0 0.0 0.0
H 0.0 0.0 0.0
H 0.0 0.0 0.0
H 0.0 0.0 0.0
H 0.0 0.0 0.0
H 0.0 0.1 0.0
H 0.0 0.0 0.0
H 0.0 0.0 0.0
H 0.0 0.0 0.0
H 0.0 0.0 0.0
H 0.0 0.0 0.0
H 0.0 0.0 0.0
H 0.0 0.0 0.0
H 0.0 0.0 0.0
H 0.0 0.0 0.0



Entry 3:
ORCA calculation (wB97M-V/def2-TZVPD) on a molecular structure, C9H19F2N4O8PSSi2.

Results
HOMO energy, eV: -9.141
Energy relative to the best compared isomer or geometry (same formula, charge and spin), kcal per mole: 120.91

Each line ends with the natural charge from an NBO analysis.
Atoms and positions in Å:
S1 -0.9639 1.5321 1.0092  -0.4342
P1 -3.9608 -0.1630 1.7648  1.6818
Si1 -2.3889 0.1197 0.2346  1.5162
Si2 -0.1895 -1.7622 0.3189  1.8458
F1 -0.9511 1.1297 -2.3959  -0.3337
F2 -4.6018 -1.1794 -1.4549  -0.3135
O1 -1.7209 -1.3424 -0.3961  -1.2164
O2 -5.0306 1.1822 1.6383  -0.9585
O3 4.3932 3.4805 -1.0592  -0.3704
O4 -3.2900 -0.4336 -3.1988  -0.5154
O5 -3.2808 -0.1406 3.3573  -0.9651
O6 -2.5262 2.8552 -2.3959  -0.4555
O7 3.6106 -0.8782 0.6991  -0.7299
O8 2.4128 3.8589 -1.8831  -0.3772
N1 -3.2173 0.9412 -1.1776  -0.8769
N2 3.5882 3.5343 -1.9785  0.5297
N3 -4.8042 -1.5093 1.5993  -1.2690
N4 1.5718 -4.0243 0.0301  -0.8437
C1 -0.3855 -1.8198 2.2246  -0.5622
C2 -3.6802 -0.2126 -2.0240  0.9594
C3 2.5379 1.4276 0.7516  -0.6515
C4 -0.2601 -1.9035 3.5441  -0.2101
C5 1.3081 -0.7484 -0.3073  -0.9708
C6 0.1520 -3.6037 -0.2264  -0.6777
C7 -2.2340 1.6894 -2.0004  0.9552
C8 2.3030 -0.1952 0.8400  0.0971
C9 4.0766 3.1738 -3.3355  -0.4845
H1 3.3908 -1.8121 0.9703  0.4585
H2 -2.2989 -0.0354 3.3258  0.4994
H3 3.4860 2.3262 -3.6829  0.2371
H4 3.9366 4.0438 -3.9770  0.2375
H5 -0.7298 1.3078 2.3718  0.2140
H6 0.0078 -3.6511 -1.3814  0.2315
H7 0.9061 0.1749 -0.8770  0.2681
H8 2.1454 1.8930 1.7444  0.2098
H9 1.9742 -1.3439 -1.0574  0.2659
H10 -0.1344 -2.3020 4.6253  0.2826
H11 -5.7908 -1.2106 1.4309  0.3848
H12 -5.4735 1.2326 2.5207  0.5038
H13 3.6645 1.6656 0.6073  0.2523
H14 2.2183 -3.4826 -0.5849  0.3614
H15 1.9676 -0.3949 1.9198  0.1794
H16 1.8451 -3.9185 1.0196  0.3564
H17 1.9233 1.9082 -0.1010  0.2187
H18 -0.6380 -4.3179 0.2179  0.2374
H19 5.1310 2.9084 -3.2704  0.2325

Force components x, y, z for each atom (eV/Å):
S 0.4 0.3 0.4
P -3.6 -1.4 2.7
Si 1.0 -1.2 -0.5
Si -0.1 -1.7 -0.8
F -3.4 0.8 1.6
F 2.5 3.4 -0.7
O 0.5 2.5 2.2
O 1.9 -1.5 1.2
O -0.6 0.1 -0.5
O -2.0 1.5 5.8
O 0.2 0.6 -2.8
O 2.0 -6.4 2.2
O -1.8 -0.6 0.6
O 0.8 -0.2 0.0
N 1.6 -3.2 -1.4
N 0.0 0.1 0.5
N 0.5 2.2 -0.1
N -0.2 0.6 -0.1
C 1.1 -0.1 7.5
C 0.7 -2.2 -4.6
C -0.1 -0.5 0.2
C -0.4 -0.7 -6.4
C 0.6 1.3 -0.2
C -0.7 0.1 -0.9
C -0.9 5.7 -3.0
C 0.5 1.0 0.1
C 0.3 -0.1 -0.2
H 0.6 1.3 -0.4
H -0.9 -0.2 0.1
H 0.0 0.2 0.0
H -0.1 -0.2 0.1
H -0.7 -0.3 -1.4
H 0.1 0.1 1.9
H 0.6 -1.6 0.8
H 0.9 -0.7 -1.8
H -1.4 0.9 1.3
H -0.4 1.2 -2.4
H 0.9 -0.6 0.1
H 0.4 0.1 -0.8
H -2.0 -0.4 0.3
H -0.7 -0.6 0.9
H 0.1 0.1 -1.7
H -0.2 0.0 -0.8
H 1.1 -0.8 1.3
H 1.5 0.9 -0.6
H -0.2 0.1 0.1



Entry 4:
ORCA calculation (wB97M-V/def2-TZVPD) on 2 unconnected molecules or ions with the total composition C49H47FN2O6S.

Results
HOMO energy, eV: -7.900
Structure (SMILES): C=CCc1cc2c(c(OC(=O)c3ccccc3)c1CCCCOC)N(CCF)c1c(ccc(CCC(N)=O)c1CC=C)S2.O=C1c2ccccc2C(=O)c2ccccc21

Each line ends with the Mulliken charge.
Atoms and positions in Å:
S1 -3.2248 -2.5926 -0.1882  -0.2337
F1 0.1734 -4.6618 2.5006  -0.3298
O1 3.9232 -1.9548 -4.4799  -0.5985
O2 -6.8856 0.0002 3.8437  -0.1249
O3 8.3800 2.4176 -9.8504  -0.6867
O4 -1.3993 1.0488 3.7566  -0.4409
O5 5.0715 1.3307 -5.8031  -0.6711
O6 -2.0647 2.0904 5.8353  -0.5098
N1 2.3301 -0.2737 -3.7113  -0.5447
N2 -1.0719 -1.5010 2.1463  0.7647
C1 -1.2726 -2.5697 3.1934  0.1080
C2 -4.8212 -0.0638 0.5735  -0.9237
C3 -2.5056 -3.2308 7.8755  -0.3574
C4 3.4722 -1.2434 -3.4152  0.3950
C5 -7.0031 1.2515 4.6083  -0.7154
C6 5.6302 -0.7495 -7.5867  -0.5196
C7 3.1998 -1.9227 4.2840  -0.7424
C8 -0.4637 -2.0236 0.8655  -0.5093
C9 5.8519 1.5710 -6.7160  0.4850
C10 1.1991 -2.0047 0.6862  -0.0869
C11 7.3709 3.1746 -7.8700  0.1909
C12 -6.3270 2.2308 1.1505  -0.6728
C13 -0.9035 -0.9982 6.9736  -0.4163
C14 -5.5677 1.8550 5.1384  0.3783
C15 0.9698 -3.0991 -2.0023  -0.6113
C16 7.6447 2.1578 -8.9049  0.5811
C17 -3.4934 -0.9944 0.8200  0.5656
C18 6.7560 -1.4368 -9.6127  -0.3883
C19 -2.1334 -0.4534 5.9807  0.6488
C20 -0.6621 -3.1207 -1.8425  -0.5659
C21 -6.1912 3.3246 -0.0636  -0.3250
C22 -5.1873 3.2733 4.4104  -0.7356
C23 6.4857 2.9006 -6.8282  0.1536
C24 -1.8695 0.9319 5.1454  0.0902
C25 -1.2268 -4.1124 2.6452  -0.1568
C26 6.1789 0.5332 -7.7140  0.1486
C27 -3.5029 -1.3542 5.9814  -0.0610
C28 -3.9396 3.2025 3.3507  -0.8605
C29 -1.3305 -2.5916 -0.4401  0.5601
C30 -3.7243 -2.7365 6.8966  -0.4326
C31 -2.3008 -0.6507 1.9171  -0.2498
C32 -4.9755 1.3521 1.4503  0.9259
C33 2.2429 -1.4417 1.8254  -0.7968
C34 6.8322 5.1300 -5.9475  -0.4720
C35 7.7364 5.3955 -6.9757  -0.4541
C36 -1.1056 -2.3701 7.8939  -0.4084
C37 -8.2766 -0.3793 3.4448  -0.7146
C38 6.2067 3.8848 -5.8709  -0.5037
C39 1.9045 -2.5444 -0.7310  0.2056
C40 -2.4786 0.7700 2.7820  -0.0927
C41 8.0023 4.4224 -7.9404  -0.5513
C42 5.9237 -1.7331 -8.5337  -0.6082
C43 7.3085 -0.1614 -9.7390  -0.6774
C44 4.1031 -1.3405 -1.9045  -0.3809
C45 7.0269 0.8226 -8.7820  0.3736
C46 2.6004 -2.5065 3.0196  0.0654
C47 -3.7866 1.7847 2.5431  0.4152
C48 3.5323 -2.5756 -0.9900  -0.8687
C49 -4.9009 3.8272 -0.6179  -0.6269
H1 -6.1381 3.8113 3.9299  0.3704
H2 2.3289 0.0275 -4.7134  0.3262
H3 -8.9005 0.5398 3.0444  0.2767
H4 -4.6953 4.9830 -0.5831  0.2511
H5 -4.4187 -1.0512 5.3118  0.3248
H6 -6.7288 2.7978 2.0921  0.0689
H7 6.9790 -2.2006 -10.3545  0.3825
H8 8.7053 4.6386 -8.7431  0.4466
H9 -8.2114 -1.1988 2.5820  0.2177
H10 -8.8833 -0.8229 4.3715  0.2595
H11 2.9260 -0.8222 4.6236  0.2062
H12 -7.5977 2.1020 4.0567  0.3115
H13 -5.7292 2.1059 6.2944  0.4079
H14 8.2335 6.3616 -7.0281  0.3898
H15 1.8023 -0.4669 2.3431  0.2943
H16 -4.1611 4.0332 2.5224  0.3431
H17 3.9903 -2.5000 4.9417  0.2454
H18 -0.4404 -2.4126 4.0297  0.1026
H19 -2.8908 3.5263 3.8189  0.2995
H20 -1.7157 -4.7834 3.5033  0.3201
H21 1.4289 -0.7733 -3.5092  0.2635
H22 4.9768 -0.9882 -6.7490  0.6178
H23 7.9614 0.0612 -10.5814  0.4533
H24 2.4836 -3.6702 2.9820  0.2749
H25 6.6180 5.8916 -5.2009  0.3968
H26 4.0198 -0.3217 -1.3045  0.2929
H27 -4.8402 4.0122 5.2814  0.3258
H28 0.0859 -0.3547 6.9952  0.3160
H29 -4.6720 1.1033 5.0990  -0.6568
H30 4.1578 -2.5978 0.0170  0.3055
H31 -0.2459 -2.7544 8.6249  0.2854
H32 -4.1396 3.0674 -1.0830  0.2586
H33 5.5007 -2.7300 -8.4300  0.4401
H34 -2.7048 -4.2096 8.5173  0.2832
H35 1.5009 -3.4570 -2.9829  0.3590
H36 5.5063 3.6828 -5.0624  0.4646
H37 -2.3250 -2.4019 3.6798  0.0152
H38 -4.7579 -3.3241 6.8090  0.2985
H39 5.2711 -1.5241 -2.0407  0.3433
H40 -5.6238 -0.3911 -0.2360  0.2054
H41 -7.6483 0.9866 5.5768  0.3811
H42 -1.3206 -3.4882 -2.7497  0.2615
H43 -7.1753 1.4454 0.8548  0.4077
H44 3.2870 -1.0950 1.3626  0.2959
H45 3.8081 -3.5806 -1.5720  0.3660
H46 -1.8613 -4.3213 1.6826  0.1759
H47 -7.2075 3.7730 -0.5006  0.2949

Force components x, y, z for each atom (eV/Å):
S 1.8 1.8 0.7
F -2.9 1.4 0.1
O -2.0 4.0 6.8
O -2.5 1.5 -0.1
O -0.4 -0.1 0.6
O -3.3 -1.0 1.3
O 0.4 0.2 -0.5
O 1.5 -7.7 -4.6
N 1.2 -1.8 0.6
N -1.7 -0.3 -2.7
C 0.4 -1.0 0.9
C 3.2 1.3 2.8
C -0.3 3.3 -2.8
C 0.6 -2.1 -5.4
C 0.0 0.0 1.8
C 0.0 -0.2 -0.2
C -1.6 -1.3 -3.3
C 2.6 -1.0 -3.8
C -0.9 -0.3 1.1
C -1.1 -0.9 -2.9
C 0.1 0.6 0.3
C -0.1 -1.3 -1.4
C -3.4 -1.8 -0.2
C -0.6 0.6 0.6
C -2.0 1.5 4.1
C 0.9 0.3 -1.2
C 0.3 2.7 1.8
C 0.1 0.4 0.1
C 0.1 -4.1 2.3
C 2.8 1.5 2.7
C 2.4 1.1 -0.8
C 0.5 0.6 1.0
C 0.1 0.6 0.2
C -1.5 5.8 3.6
C -0.4 -0.9 1.4
C 0.0 -0.6 -0.2
C 2.1 -1.0 1.6
C 0.3 0.4 -1.3
C 3.1 0.5 0.4
C 4.0 2.4 0.2
C -3.1 2.8 -0.5
C 2.8 -2.7 0.1
C -0.7 -0.1 0.6
C -0.1 -0.3 -0.1
C 0.0 -0.3 -0.2
C -2.7 1.1 -1.9
C -0.3 -0.6 -0.2
C 0.2 0.3 0.0
C -3.5 -0.3 -0.2
C -2.4 -1.7 -2.6
C 0.0 0.3 0.2
C 0.0 0.4 0.2
C -0.1 -0.3 0.0
C 0.7 0.3 0.0
C -0.1 -0.6 -0.3
C 2.1 2.3 4.0
C 0.0 -2.7 -1.5
C -0.2 -0.6 -0.2
C -2.9 -1.2 1.2
H 2.0 -1.4 0.9
H 0.3 -0.9 1.1
H 1.4 -1.7 0.7
H -0.8 -2.4 -1.4
H 2.1 -0.5 1.3
H 1.1 -1.0 -1.8
H 0.0 0.2 0.1
H -0.2 -0.2 0.1
H 0.0 1.8 2.0
H 1.4 0.9 -1.9
H 1.1 -2.2 -1.2
H 1.1 -1.7 0.7
H 0.4 -0.6 -2.5
H -0.1 -0.2 0.0
H 0.7 -2.1 -1.1
H 0.5 -1.9 1.6
H -2.3 0.9 -1.2
H -1.8 -0.6 -1.7
H -2.5 -1.1 -0.8
H 1.2 1.5 -1.8
H 1.1 0.7 0.0
H 0.2 0.2 -0.1
H -0.1 0.1 0.3
H 0.6 2.5 -0.6
H 0.0 -0.2 -0.1
H -0.2 -2.1 -1.6
H -0.7 -1.5 -2.0
H -2.2 -1.7 0.1
H -1.9 1.4 -0.2
H -1.5 0.1 -2.1
H -2.0 1.1 -1.9
H -0.9 1.6 2.2
H 0.1 0.2 0.0
H 0.8 2.4 -1.5
H -1.2 0.7 2.1
H 0.2 -0.1 -0.3
H 2.0 -0.4 -0.9
H 2.6 1.5 0.2
H -2.6 0.3 0.1
H 1.9 0.8 2.0
H 1.2 0.6 -1.9
H 1.4 0.9 2.3
H 1.8 1.6 0.8
H -2.5 -1.0 0.7
H -0.8 2.2 1.3
H 1.7 0.7 1.6
H 2.3 -0.2 2.0